1.
105
Properties=species:S:1:pos:R:3:lowdin_charge:R:1 method="wB97M-V/def2-TZVPD" de_lowest_kcal_mol=16.4 gap_ev=8.82
N 13.27 24.22 31.51 0.3729
H 12.68 23.39 31.44 0.0939
H 13.03 24.79 30.67 0.1328
H 14.09 23.76 31.28 0.0730
H 13.06 24.55 32.31 0.0247
F 10.62 23.50 32.70 -0.6244
C 11.55 24.96 35.59 0.0053
C 10.74 26.08 34.97 -0.2761
C 9.29 25.84 34.54 -0.0679
O 8.43 26.73 35.35 0.0969
C 9.16 27.32 36.21 -0.6755
O 8.60 27.80 37.13 0.1649
O 10.46 27.03 36.01 0.0350
H 10.91 24.28 36.22 0.1183
H 12.25 25.43 36.35 0.1167
H 11.85 24.31 34.98 -0.0356
H 11.12 26.79 34.18 0.1435
H 8.94 24.72 34.32 0.1703
H 9.01 26.18 33.58 0.0749
C 9.93 26.73 30.05 -0.0448
C 8.66 26.13 29.52 -0.3352
C 8.02 25.03 30.45 -0.0327
O 6.78 25.65 30.80 0.0963
C 6.60 26.79 30.23 -0.5995
O 5.67 27.52 30.25 0.1615
O 7.72 27.17 29.49 0.0482
H 9.85 27.27 31.13 0.1054
H 10.49 27.56 29.44 0.1185
H 10.71 25.96 30.10 0.0623
H 8.81 25.86 28.49 0.1434
H 8.78 24.86 31.47 0.1808
H 7.84 24.10 30.14 0.0719
C 10.08 29.47 32.77 -0.0204
C 11.59 29.52 32.52 -0.2254
C 12.61 29.52 33.72 -0.1026
O 13.66 28.72 33.27 0.0725
C 13.21 27.99 32.20 -0.5629
O 13.87 27.05 31.71 0.0898
O 12.09 28.35 31.76 0.0996
H 9.85 28.44 33.20 0.0796
H 9.42 29.65 31.91 0.0875
H 9.69 30.26 33.50 0.1197
H 11.76 30.28 31.80 0.1395
H 12.01 29.37 34.74 0.1767
H 13.00 30.49 33.85 0.1034
C 19.37 26.46 31.67 -0.2446
C 18.58 26.44 32.93 -0.1825
C 17.03 26.64 32.63 -0.1211
S 17.02 26.12 30.85 0.6633
O 16.74 27.36 30.19 -0.2919
O 16.06 25.06 30.85 -0.3186
C 18.68 25.68 30.73 -0.2926
H 20.16 25.86 31.89 0.1056
H 19.50 27.39 31.29 0.1096
H 18.81 27.09 33.77 0.1188
H 18.67 25.52 33.42 0.0935
H 16.70 27.56 32.68 0.0356
H 16.67 25.67 33.03 0.1115
H 19.10 25.75 29.71 0.1459
H 18.80 24.68 30.92 0.0931
C 9.34 20.31 29.55 -0.2077
C 10.17 19.62 28.45 -0.2446
C 10.88 20.82 27.86 -0.2895
S 11.28 21.96 29.12 0.6157
O 10.69 23.23 28.88 -0.3007
O 12.68 21.78 29.50 -0.3429
C 10.32 21.22 30.41 -0.2123
H 8.82 19.47 30.24 0.1481
H 8.41 20.75 29.20 0.1056
H 9.53 19.15 27.64 0.1188
H 10.98 18.77 28.73 0.1624
H 10.12 21.35 27.10 0.1567
H 11.82 20.54 27.27 0.1283
H 9.91 22.16 30.82 0.0703
H 10.80 20.99 31.29 0.0626
C 13.90 19.53 35.16 -0.1574
C 15.44 19.63 35.62 -0.1701
C 16.33 19.89 34.49 -0.2051
S 15.31 20.32 33.12 0.6873
O 15.25 19.16 32.21 -0.3284
O 15.69 21.61 32.54 -0.3404
C 13.81 20.44 33.97 -0.2744
H 13.20 19.85 35.88 0.1015
H 13.78 18.55 34.72 0.1159
H 15.53 18.96 36.27 0.0171
H 15.40 20.54 36.44 0.1795
H 16.79 18.92 34.21 0.1456
H 16.82 20.66 34.57 -0.0005
H 13.07 20.46 33.18 0.1090
H 13.90 21.52 34.32 0.1330
C 16.70 24.78 27.05 -0.2071
C 16.93 23.50 27.96 -0.1745
C 15.67 22.85 28.33 -0.2445
S 14.37 23.64 27.57 0.6995
O 13.71 24.65 28.44 -0.3177
O 13.53 22.85 26.74 -0.3057
C 15.36 24.60 26.41 -0.2408
H 17.53 24.98 26.33 0.1172
H 16.66 25.74 27.76 0.1353
H 17.63 23.56 28.76 0.1013
H 17.28 22.88 27.17 0.1033
H 15.48 22.78 29.21 -0.0018
H 15.75 21.87 28.04 0.1072
H 14.95 25.59 26.23 0.1136
H 15.51 24.05 25.43 0.1283

***

2.
71
Properties=species:S:1:pos:R:3:lowdin_charge:R:1 method="wB97M-V/def2-TZVPD" gap_ev=7.00
Hg 0.13 -0.24 -0.03 1.1954
C 3.10 -1.55 -1.86 -0.0968
C 2.87 -0.08 -1.89 -0.4151
O 2.26 0.50 -0.73 -0.3877
H 3.28 -1.96 -2.86 0.0642
H 2.20 -2.07 -1.52 0.0522
H 3.96 -1.87 -1.27 0.0803
H 2.25 0.32 -2.70 0.0620
H 3.85 0.34 -2.11 0.1021
C 0.38 -4.77 0.00 -0.1005
C -0.34 -3.43 0.09 -0.4616
O 0.33 -2.44 0.81 -0.3798
H 1.43 -4.78 -0.28 0.0643
H -0.11 -5.31 -0.82 0.0640
H 0.40 -5.28 0.96 0.0712
H -1.26 -3.71 0.59 0.0770
H -0.64 -3.14 -0.91 0.0717
O 1.40 4.59 1.83 -0.0505
H 1.80 4.14 1.09 0.0010
H 2.14 4.90 2.35 0.0550
O -0.44 2.68 -3.12 -0.0321
H -1.16 3.21 -3.47 0.0700
H -0.44 1.89 -3.65 -0.0013
O -2.28 2.29 3.54 -0.0393
H -3.10 2.78 3.47 0.0495
H -2.56 1.37 3.52 -0.0114
O -2.53 -2.34 -3.05 -0.0080
H -3.33 -1.87 -3.28 0.0735
H -2.29 -2.82 -3.85 0.0716
O 2.05 3.85 -2.71 -0.0251
H 1.25 3.33 -2.76 -0.0025
H 2.51 3.66 -3.53 0.0645
O 3.01 3.40 -0.37 -0.0609
H 2.85 2.47 -0.20 -0.0088
H 2.72 3.54 -1.27 -0.0440
O 3.84 0.87 1.61 -0.0589
H 3.92 0.00 2.01 0.0172
H 3.27 0.73 0.85 -0.0370
O 0.69 0.20 2.14 -0.0775
H 1.21 0.74 2.74 0.0585
H 0.74 -0.68 2.52 0.0330
O 3.04 -3.39 1.79 -0.0625
H 2.28 -2.98 1.36 -0.0226
H 3.16 -2.89 2.59 0.0201
O -2.19 -0.13 0.49 -0.0845
H -2.78 0.59 0.72 0.0067
H -2.76 -0.89 0.39 0.0048
O -0.81 -0.65 -2.20 -0.0962
H -0.22 -0.34 -2.88 -0.0024
H -1.42 -1.24 -2.66 -0.0333
O 0.22 2.99 3.76 -0.0800
H 0.49 3.59 3.08 -0.0311
H -0.65 2.69 3.49 -0.0456
O -1.37 -2.34 3.27 -0.0394
H -2.00 -3.04 3.15 0.0465
H -0.70 -2.50 2.61 0.0009
O -0.37 2.03 -0.23 -0.0660
H -1.25 2.35 -0.04 0.0262
H -0.04 2.60 -0.92 0.0316
O -3.22 -0.20 3.54 -0.0370
H -2.60 -0.88 3.28 0.0031
H -3.63 -0.54 4.34 0.0630
O -4.27 -2.00 0.44 -0.0285
H -4.94 -2.25 1.08 0.0563
H -4.04 -2.82 0.00 0.0496
O -3.35 2.34 0.56 -0.0205
H -4.03 2.56 -0.08 0.0676
H -3.36 3.07 1.18 0.0564
O 0.23 0.50 -4.48 -0.0331
H 0.03 -0.35 -4.88 0.0783
H 1.17 0.60 -4.61 0.0723

***

3.
64
Properties=species:S:1:pos:R:3:lowdin_charge:R:1 method="wB97M-V/def2-TZVPD" de_lowest_kcal_mol=435.4 gap_ev=7.94
C 0.14 -0.34 -5.45 -0.0743
C 0.78 0.29 -4.32 -0.1803
H 0.95 1.35 -4.44 0.1163
H 1.80 -0.10 -4.08 0.1355
O 0.02 0.20 -3.02 0.0684
C -0.97 0.79 -2.60 -0.7998
O -1.33 1.70 -3.15 0.2177
C -1.56 0.37 -1.50 -0.1612
C -2.60 -0.68 -1.90 -0.0620
C -3.36 -1.39 -0.69 -0.2248
N -3.31 -0.62 0.44 -0.1988
C -3.39 0.93 0.07 -0.1568
C -2.43 1.58 -0.69 -0.0695
H -2.58 2.09 -1.45 0.0132
H -1.56 1.96 -0.04 0.1411
H -3.77 1.40 1.06 0.1280
H -4.60 0.99 -0.55 0.1912
C -2.82 -0.85 1.76 -0.0666
C -1.21 -0.57 1.50 -0.2005
C -0.39 -1.63 1.21 0.0760
C 1.02 -1.18 1.04 -0.0737
C 1.52 -0.17 1.55 -0.2769
C 0.66 0.87 1.94 -0.0107
C -0.76 0.50 2.16 0.0172
H -1.23 1.51 2.33 0.1082
C 1.09 2.34 2.28 -0.6152
C 2.11 2.33 3.44 -0.0309
H 3.36 2.41 2.84 0.1732
H 2.09 2.89 4.31 0.0329
H 2.22 1.21 3.85 0.1255
C 0.11 3.20 2.94 -0.1513
H -0.77 3.52 2.32 0.1005
H 0.44 4.14 3.24 0.0558
H -0.45 2.83 3.97 0.1591
C 1.52 3.14 1.15 -0.0716
H 0.83 3.13 0.34 0.0608
H 2.03 4.21 1.27 0.1557
H 2.22 2.32 0.60 0.1305
O 2.82 0.20 1.29 0.0130
H 3.12 0.95 1.78 0.0370
C 1.74 -2.42 0.44 -0.6283
C 2.56 -1.96 -0.68 -0.0699
H 3.16 -2.48 -1.22 0.0114
H 3.04 -0.82 -0.53 0.1606
H 1.87 -1.39 -1.51 0.1309
C 2.87 -2.66 1.32 -0.0864
H 3.45 -1.81 1.67 0.1024
H 3.45 -3.42 0.97 0.0741
H 2.64 -3.02 2.26 0.0798
C 1.27 -3.66 0.14 -0.0753
H 0.76 -4.06 0.85 0.0281
H 0.45 -3.39 -0.77 0.1653
H 1.89 -4.27 -0.60 0.1453
H -0.93 -2.53 0.88 0.1139
H -3.11 -1.95 1.87 0.1501
H -3.24 -0.44 2.46 0.0195
H -2.70 -2.16 -0.34 0.0904
H -4.27 -1.86 -0.86 0.0920
H -3.39 -0.32 -2.55 0.0998
H -2.41 -1.80 -2.56 0.1915
H -0.94 -0.14 -0.91 0.0931
H 0.75 -0.12 -6.32 0.0832
H -0.77 0.25 -5.64 0.0995
H 0.08 -1.39 -5.17 0.0974

***

4.
182
Properties=species:S:1:pos:R:3:lowdin_charge:R:1 method="wB97M-V/def2-TZVPD" de_lowest_kcal_mol=0.0 gap_ev=8.29
C -1.87 -11.71 9.75 -0.1483
O -1.30 -11.72 11.00 -0.1630
C -0.77 -12.96 11.35 -0.2500
C -0.38 -12.94 12.82 -0.1969
N 0.62 -11.93 13.18 -0.0391
C 1.92 -12.13 12.56 -0.2087
C 2.86 -10.97 12.77 -0.2213
O 2.30 -9.85 12.14 -0.2020
C 3.20 -8.75 12.01 -0.0784
H -2.24 -10.72 9.47 0.0819
H -2.71 -12.41 9.58 0.0904
H -1.11 -11.95 8.98 0.0904
H 0.06 -13.31 10.71 0.1181
H -1.53 -13.76 11.22 0.1247
H -0.11 -13.95 13.14 0.1163
H -1.27 -12.69 13.41 0.1177
H 0.28 -11.05 12.81 0.1025
H 1.81 -12.30 11.48 0.0892
H 2.39 -13.04 12.94 0.1036
H 3.79 -11.26 12.26 0.1208
H 3.12 -10.89 13.84 0.1321
H 3.39 -8.38 13.02 0.1015
H 2.78 -8.00 11.34 0.0764
H 4.14 -9.05 11.52 0.0750
C -1.01 -10.86 4.92 -0.1000
O 0.31 -10.42 4.83 -0.2451
C 0.98 -10.89 3.68 -0.2143
C 2.45 -10.65 3.87 -0.1896
N 2.85 -11.17 5.19 -0.0287
C 4.20 -10.83 5.60 -0.2039
C 5.32 -11.32 4.72 -0.2085
O 5.37 -10.64 3.47 -0.1931
C 6.21 -11.23 2.54 -0.1296
H -1.12 -11.95 4.96 0.0927
H -1.56 -10.49 4.05 0.0921
H -1.44 -10.42 5.81 0.0835
H 0.60 -10.35 2.80 0.1278
H 0.81 -11.96 3.53 0.1264
H 2.73 -9.60 3.76 0.1206
H 2.99 -11.29 3.17 0.1146
H 2.21 -10.83 5.91 0.0778
H 4.36 -11.33 6.57 0.0903
H 4.34 -9.76 5.86 0.1131
H 5.19 -12.40 4.52 0.1303
H 6.26 -11.19 5.27 0.1128
H 7.24 -10.83 2.55 0.0798
H 5.87 -10.97 1.53 0.0870
H 6.27 -12.32 2.60 0.0866
C 9.97 -8.56 13.85 -0.0975
O 10.33 -8.06 12.57 -0.1837
C 9.90 -8.86 11.47 -0.2105
C 9.70 -7.93 10.30 -0.1835
N 9.25 -8.66 9.12 -0.0588
C 9.36 -7.78 7.94 -0.1928
C 9.03 -8.50 6.66 -0.2183
O 7.65 -8.75 6.46 -0.1929
C 6.99 -7.65 5.90 -0.1157
H 9.14 -9.27 13.77 0.0628
H 9.65 -7.73 14.47 0.0884
H 10.81 -9.13 14.26 0.0836
H 9.04 -9.47 11.76 0.0901
H 10.74 -9.54 11.26 0.1220
H 10.63 -7.40 10.12 0.1258
H 8.92 -7.21 10.57 0.1278
H 8.25 -8.85 9.15 0.0858
H 10.40 -7.45 7.89 0.1230
H 8.75 -6.87 8.03 0.1216
H 9.55 -9.46 6.60 0.1045
H 9.43 -7.94 5.80 0.1272
H 7.24 -7.45 4.85 0.0967
H 7.14 -6.77 6.51 0.0866
H 5.93 -7.92 5.79 0.0781
C 1.50 -4.93 4.06 -0.1253
O 1.86 -5.67 5.19 -0.1770
C 1.02 -6.77 5.35 -0.2352
C 1.28 -7.36 6.74 -0.2105
N 0.34 -8.43 6.99 -0.0435
C 0.32 -8.81 8.39 -0.1854
C 1.58 -9.45 8.96 -0.2088
O 1.82 -10.63 8.22 -0.1925
C 2.88 -11.44 8.73 -0.0649
H 0.57 -4.36 4.19 0.0881
H 1.34 -5.59 3.19 0.0871
H 2.33 -4.29 3.78 0.0857
H 1.22 -7.55 4.61 0.1179
H -0.04 -6.52 5.40 0.1284
H 1.03 -6.55 7.43 0.1255
H 2.31 -7.69 6.89 0.1006
H 0.52 -9.27 6.44 0.0729
H -0.55 -9.45 8.59 0.0955
H 0.07 -7.93 9.00 0.1219
H 1.37 -9.58 10.03 0.1155
H 2.49 -8.85 8.84 0.0904
H 3.11 -12.22 8.00 0.0833
H 2.56 -11.86 9.68 0.0753
H 3.77 -10.80 8.84 0.0730
C 4.41 -6.73 8.68 -0.2278
C 5.10 -8.05 8.86 -0.2324
O 6.34 -7.93 9.57 -0.0720
O 4.44 -5.98 9.89 -0.0481
H 3.36 -6.87 8.40 0.0879
H 4.86 -6.12 7.88 0.1227
H 5.36 -8.57 7.94 0.1007
H 4.43 -8.71 9.44 0.0778
H 6.18 -7.47 10.41 0.0941
H 3.62 -5.50 10.02 0.0879
C 4.14 -16.99 13.73 -0.2333
C 3.50 -15.62 13.74 -0.2392
O 4.45 -14.59 13.55 -0.1009
O 3.18 -17.93 14.24 -0.0673
H 5.03 -16.98 14.37 0.1197
H 4.42 -17.24 12.70 0.1094
H 2.98 -15.47 14.69 0.1284
H 2.69 -15.55 13.00 0.1239
H 4.60 -14.47 12.59 0.0528
H 3.67 -18.75 14.40 0.0811
C 9.36 -12.19 4.90 -0.2127
C 10.78 -12.49 5.32 -0.2298
O 11.58 -12.95 4.20 -0.0582
O 8.65 -13.41 4.62 -0.0856
H 9.27 -11.57 4.01 0.1197
H 8.86 -11.70 5.74 0.1035
H 10.67 -13.31 6.05 0.1137
H 11.25 -11.70 5.91 0.0995
H 12.49 -12.71 4.40 0.0801
H 9.09 -13.80 3.86 0.0996
C 7.88 -15.54 7.78 -0.2226
C 9.28 -15.48 8.36 -0.2413
O 9.59 -16.68 9.04 -0.0611
O 7.58 -14.31 7.19 -0.0740
H 7.17 -15.69 8.59 0.1160
H 7.79 -16.35 7.07 0.1334
H 9.31 -14.62 9.05 0.1087
H 10.02 -15.28 7.57 0.1181
H 10.40 -16.51 9.54 0.0901
H 8.03 -14.24 6.33 0.0729
C 6.59 -12.59 15.23 -0.2076
C 5.65 -13.27 16.21 -0.2336
O 4.27 -13.09 15.88 -0.0806
O 6.44 -11.15 15.19 -0.0894
H 6.51 -12.95 14.20 0.1084
H 7.61 -12.72 15.63 0.1191
H 5.84 -12.80 17.19 0.1188
H 5.87 -14.34 16.20 0.1163
H 4.27 -13.07 14.91 0.0487
H 6.39 -10.87 16.11 0.0963
C 8.68 -17.57 12.04 -0.2533
C 7.73 -16.41 11.80 -0.2312
O 6.55 -16.82 11.13 -0.0845
O 8.23 -18.42 13.07 -0.0500
H 9.69 -17.18 12.25 0.1218
H 8.80 -18.12 11.10 0.1154
H 8.25 -15.65 11.21 0.1065
H 7.44 -15.95 12.76 0.1218
H 6.62 -17.76 10.90 0.1047
H 8.14 -17.93 13.89 0.0873
C 7.55 -11.78 10.24 -0.2018
C 6.74 -11.58 8.96 -0.1829
O 5.88 -12.70 8.68 -0.0982
O 6.74 -11.74 11.41 -0.0915
H 8.27 -10.97 10.33 0.0878
H 8.01 -12.77 10.26 0.1158
H 7.40 -11.37 8.11 0.1109
H 6.13 -10.69 9.12 0.1045
H 6.35 -13.27 8.03 0.0645
H 6.09 -12.47 11.40 0.0454
C 11.18 -11.86 9.06 -0.2581
C 12.43 -11.12 8.60 -0.2359
O 13.55 -11.23 9.49 -0.0620
O 10.06 -11.43 8.33 -0.1128
H 11.01 -11.72 10.14 0.1140
H 11.27 -12.94 8.88 0.1075
H 12.22 -10.06 8.47 0.1213
H 12.68 -11.54 7.60 0.1061
H 13.72 -12.16 9.65 0.0847
H 9.79 -10.52 8.60 0.0422
O 5.44 -14.17 10.96 -0.0693
H 5.55 -13.87 10.02 0.0442
H 5.68 -15.12 10.95 0.0311
O 6.75 -9.32 13.00 -0.0814
H 7.00 -9.83 12.22 -0.0065
H 6.67 -9.99 13.71 0.0065

***

What did the third record say?
64
Properties=species:S:1:pos:R:3:lowdin_charge:R:1 method="wB97M-V/def2-TZVPD" de_lowest_kcal_mol=435.4 gap_ev=7.94
C 0.14 -0.34 -5.45 -0.0743
C 0.78 0.29 -4.32 -0.1803
H 0.95 1.35 -4.44 0.1163
H 1.80 -0.10 -4.08 0.1355
O 0.02 0.20 -3.02 0.0684
C -0.97 0.79 -2.60 -0.7998
O -1.33 1.70 -3.15 0.2177
C -1.56 0.37 -1.50 -0.1612
C -2.60 -0.68 -1.90 -0.0620
C -3.36 -1.39 -0.69 -0.2248
N -3.31 -0.62 0.44 -0.1988
C -3.39 0.93 0.07 -0.1568
C -2.43 1.58 -0.69 -0.0695
H -2.58 2.09 -1.45 0.0132
H -1.56 1.96 -0.04 0.1411
H -3.77 1.40 1.06 0.1280
H -4.60 0.99 -0.55 0.1912
C -2.82 -0.85 1.76 -0.0666
C -1.21 -0.57 1.50 -0.2005
C -0.39 -1.63 1.21 0.0760
C 1.02 -1.18 1.04 -0.0737
C 1.52 -0.17 1.55 -0.2769
C 0.66 0.87 1.94 -0.0107
C -0.76 0.50 2.16 0.0172
H -1.23 1.51 2.33 0.1082
C 1.09 2.34 2.28 -0.6152
C 2.11 2.33 3.44 -0.0309
H 3.36 2.41 2.84 0.1732
H 2.09 2.89 4.31 0.0329
H 2.22 1.21 3.85 0.1255
C 0.11 3.20 2.94 -0.1513
H -0.77 3.52 2.32 0.1005
H 0.44 4.14 3.24 0.0558
H -0.45 2.83 3.97 0.1591
C 1.52 3.14 1.15 -0.0716
H 0.83 3.13 0.34 0.0608
H 2.03 4.21 1.27 0.1557
H 2.22 2.32 0.60 0.1305
O 2.82 0.20 1.29 0.0130
H 3.12 0.95 1.78 0.0370
C 1.74 -2.42 0.44 -0.6283
C 2.56 -1.96 -0.68 -0.0699
H 3.16 -2.48 -1.22 0.0114
H 3.04 -0.82 -0.53 0.1606
H 1.87 -1.39 -1.51 0.1309
C 2.87 -2.66 1.32 -0.0864
H 3.45 -1.81 1.67 0.1024
H 3.45 -3.42 0.97 0.0741
H 2.64 -3.02 2.26 0.0798
C 1.27 -3.66 0.14 -0.0753
H 0.76 -4.06 0.85 0.0281
H 0.45 -3.39 -0.77 0.1653
H 1.89 -4.27 -0.60 0.1453
H -0.93 -2.53 0.88 0.1139
H -3.11 -1.95 1.87 0.1501
H -3.24 -0.44 2.46 0.0195
H -2.70 -2.16 -0.34 0.0904
H -4.27 -1.86 -0.86 0.0920
H -3.39 -0.32 -2.55 0.0998
H -2.41 -1.80 -2.56 0.1915
H -0.94 -0.14 -0.91 0.0931
H 0.75 -0.12 -6.32 0.0832
H -0.77 0.25 -5.64 0.0995
H 0.08 -1.39 -5.17 0.0974